# 1
Below is an isolated molecule of C6H10O, with properties calculated with the ωB97M-V functional and the def2-TZVPD basis.

The SMILES is C/C=C(/C)CC=O. For the LUMO energy, the calculation gives 1.00 eV. As for the highest occupied orbital energy: -9.057 eV. Its orbital gap is 0.3695 hartree. As for the strongest force on any atom: 0.519 eV Å⁻¹.

Structure (XYZ):
```
17
Properties=species:S:1:pos:R:3:forces:R:3
C 0.56264 1.02268 1.92041 0.017 0.067 -0.034
C 0.29444 -0.29842 1.26145 -0.027 -0.066 -0.161
O -2.06516 1.02658 -0.83111 0.415 0.007 -0.311
C -1.06466 1.09659 -1.50087 -0.251 -0.009 0.179
C 0.27646 0.49657 -1.11881 0.004 -0.015 0.065
C 0.17152 -0.55363 -0.04227 0.068 0.002 0.217
C -0.13786 -1.93752 -0.55200 -0.036 -0.063 -0.005
H 1.36221 0.93016 2.66462 -0.116 0.012 -0.106
H 0.85190 1.80409 1.21149 -0.053 -0.115 0.096
H -0.33155 1.37479 2.44908 0.118 -0.055 -0.068
H 0.16221 -1.13701 1.94673 0.015 0.095 -0.111
H -1.07280 1.64340 -2.46893 -0.007 -0.012 0.110
H 0.73137 0.08523 -2.03110 -0.082 0.047 0.120
H 0.91735 1.34001 -0.82577 -0.104 -0.096 -0.045
H 0.71124 -2.34912 -1.11414 -0.121 0.078 0.057
H -0.37179 -2.62586 0.26532 0.058 0.116 -0.107
H -0.99753 -1.91856 -1.23410 0.101 0.007 0.105
```
Forces are in eV/Å.


# 2
Below is a structure of composition C24H43ClP2Pr, with properties calculated with the ωB97M-V functional and the def2-TZVPD basis.

For the LUMO energy (alpha / beta), the calculation gives -3.41 / -3.47 eV. As for the spin multiplicity: 3. The expectation value of S² is 2.01. As for the highest occupied orbital energy (alpha / beta): -10.624 / -10.549 eV. Its orbital gap (alpha / beta) is 0.2652 / 0.2602 hartree. As for the strongest force on any atom: 3.308 eV Å⁻¹. The net charge is +1.

Structure (XYZ):
```
71
Properties=species:S:1:pos:R:3:forces:R:3
Pr -1.73672 0.53226 1.59798 -2.681 1.703 0.923
C -0.99362 1.32744 4.01152 -0.649 0.259 -0.525
C -0.23923 2.20127 3.15690 -0.777 0.052 -0.172
C -2.51531 2.57682 2.73607 1.335 -0.480 1.291
C -2.40960 1.54114 3.76282 1.071 1.460 -0.708
C -1.16060 2.97700 2.36627 -0.606 -0.857 0.510
C -0.42790 0.40054 5.07747 -0.404 0.945 -0.560
H 0.57488 0.06969 4.81706 0.078 -0.073 0.136
H -1.07383 -0.46039 5.25149 0.075 0.011 0.090
H -0.38463 1.00940 5.97875 0.182 -0.340 0.338
C -3.57239 0.76342 4.33855 0.713 0.876 -0.118
H -3.23265 -0.10647 4.89051 -0.091 -0.083 0.122
H -4.28471 0.45061 3.57894 -0.072 0.072 0.139
H -4.04000 1.47400 5.00926 -0.533 -0.231 0.374
C -3.80386 3.08020 2.12213 0.992 -0.098 0.710
H -4.12377 3.80638 2.85991 -0.714 0.368 -0.236
H -4.54263 2.29428 2.01097 -0.185 0.096 0.102
H -3.62667 3.56602 1.16730 -0.124 0.125 -0.075
C -0.81462 4.04968 1.33843 -0.395 -0.603 1.231
H -0.79718 4.96408 1.92608 0.124 0.467 -0.414
H -1.57103 4.13151 0.55773 0.067 0.076 0.005
H 0.16146 3.88760 0.89789 0.162 0.132 -0.098
C 1.27323 2.37540 3.16568 -1.422 0.235 0.300
H 1.41304 3.24242 3.80705 0.639 0.078 0.024
H 1.67349 2.58734 2.18025 0.145 0.057 -0.096
H 1.76689 1.51505 3.59698 0.202 -0.053 0.101
C -1.06731 -1.71489 1.35969 0.441 -0.851 2.423
C -0.05904 -1.26820 2.17425 -1.117 -2.224 0.600
C 1.29494 -0.90071 1.72440 1.071 0.359 -0.455
C 1.37214 -0.07340 0.39007 1.220 -1.153 -0.037
C 0.36152 0.95544 0.10782 -1.271 2.019 -1.711
C -0.79195 0.74996 -0.61849 1.662 1.971 0.125
C -1.27363 -0.58311 -1.06474 -0.131 -0.664 -0.631
C -1.03837 -1.81722 -0.11412 0.276 -0.998 -1.161
H 1.79177 -1.88153 1.59510 0.252 0.508 -0.199
H 1.35521 -0.75849 -0.46599 0.248 0.016 0.190
H 1.87066 -0.37138 2.50467 -0.491 -0.291 -0.240
H -0.05907 -2.25742 -0.32408 -0.109 0.071 -0.388
H -2.08350 -1.90948 1.84522 1.373 -0.161 -0.463
H -0.23337 -1.29987 3.27871 0.072 -0.002 -1.038
H -1.78792 -2.58726 -0.37648 0.334 0.403 -0.058
H -2.33535 -0.56460 -1.36544 0.601 0.195 0.111
H -1.47248 1.63195 -0.84442 1.010 -0.873 0.148
H -0.68686 -0.71836 -1.99411 -0.304 -0.520 0.254
H 2.35526 0.43005 0.34937 -0.347 -0.344 0.095
H 0.62053 2.01083 0.38593 -0.421 -1.127 -0.360
P 2.42374 -2.42021 -2.80496 0.131 -0.487 -0.477
C 1.67208 -4.11075 -2.82005 -0.084 -0.076 0.164
C 4.20915 -2.89058 -2.68963 0.053 0.117 0.340
P 2.20522 -0.22485 -4.96294 0.080 -0.233 -0.441
C 2.34731 -2.05954 -4.63473 0.016 0.138 0.083
C 3.91648 0.07671 -5.61008 -0.026 0.220 0.145
C 1.29402 -0.29748 -6.57207 -0.120 0.153 0.042
H 0.59595 -4.03058 -3.04420 0.348 -0.047 0.058
H 1.77657 -4.56060 -1.82048 -0.034 0.056 -0.310
H 2.14556 -4.76863 -3.56317 -0.130 0.162 0.202
H 4.47801 -3.67246 -3.41318 -0.101 0.200 0.156
H 4.42007 -3.25381 -1.67077 0.014 0.115 -0.353
H 4.83071 -1.99968 -2.86950 -0.159 -0.299 0.067
H 1.79159 -0.94817 -7.30166 -0.094 0.117 0.119
H 1.21192 0.71892 -6.98661 0.018 -0.334 0.081
H 0.27524 -0.67251 -6.38782 0.305 0.130 -0.097
H 1.46593 -2.57858 -5.05499 0.349 0.263 0.160
H 3.25930 -2.43502 -5.13451 -0.472 -0.070 0.143
H 3.97167 1.10062 -6.00974 0.030 -0.311 0.120
H 4.19136 -0.63380 -6.40113 -0.081 0.143 0.170
H 4.63835 -0.00191 -4.78329 -0.171 0.032 -0.263
Cl -4.55219 -1.40938 1.95378 -1.144 -2.079 1.786
C -3.87784 -0.22134 0.97909 0.017 1.638 -2.315
H -3.77852 -0.66751 -0.01419 -0.125 0.161 -0.145
H -4.55690 0.63213 0.86548 -0.118 -0.236 -0.040
```
Forces are in eV/Å.


# 3
Below is a structure of composition C3H5GaO3, with properties calculated with the ωB97M-V functional and the def2-TZVPD basis.

For the LUMO energy (alpha / beta), the calculation gives -13.48 / -13.47 eV. As for the highest occupied orbital energy (alpha / beta): -20.027 / -20.034 eV. Its orbital gap (alpha / beta) is 0.2405 / 0.2413 hartree. As for the strongest force on any atom: 8.175 eV Å⁻¹. The net charge is +2.

Structure (XYZ):
```
12
Properties=species:S:1:pos:R:3:forces:R:3
H 2.34337 -2.24721 0.25488 -3.313 0.811 -0.250
O -0.93793 -1.01534 0.20012 3.340 -2.359 1.876
C 0.28299 -0.91048 0.71402 -3.827 4.479 -5.068
C -1.31296 0.19380 -0.48669 -0.838 1.528 0.029
O 1.28585 -1.50627 -0.07383 -1.363 -7.197 2.958
O 0.62649 0.44502 0.76163 1.140 -2.990 1.287
C -0.43607 1.24147 0.18921 -1.576 1.045 0.282
H -2.38385 0.35297 -0.33079 0.227 -0.072 -0.084
H -1.08839 0.07941 -1.55425 -0.057 -0.472 0.205
H -0.94561 1.76266 1.00702 0.215 -0.071 -0.143
H 0.00098 1.96140 -0.50903 0.113 -0.156 0.258
Ga 2.56512 -0.35742 -0.17227 5.939 5.453 -1.350
```
Forces are in eV/Å.


# 4
Below is a cluster of 10 separate species, C36H52N8O2S2 in total, with properties calculated with the ωB97M-V functional and the def2-TZVPD basis.

For the LUMO energy (alpha / beta), the calculation gives 1.77 / 1.75 eV. As for the spin multiplicity: 2. The expectation value of S² is 0.75. As for the highest occupied orbital energy (alpha / beta): 0.505 / -5.022 eV. Its orbital gap (alpha / beta) is 0.0465 / 0.2489 hartree. As for the strongest force on any atom: 4.410 eV Å⁻¹. The net charge is -1.

Structure (XYZ):
```
100
Properties=species:S:1:pos:R:3:forces:R:3
C -1.84105 -4.23716 -3.02900 -0.419 0.604 -2.007
S -2.95840 -3.33864 -1.88610 2.971 0.284 1.709
O -2.39446 -3.55439 -0.47464 -1.281 -0.247 -1.467
C -2.28604 -1.63418 -2.19038 -0.464 -0.396 -0.845
H -2.17840 -5.17935 -3.46092 -0.109 -0.738 1.462
H -0.76026 -4.18163 -2.89891 -0.201 -0.169 0.894
H -1.97828 -3.75842 -3.99857 -0.085 1.076 -0.117
H -3.06260 -0.93520 -1.87978 0.179 0.042 0.181
H -2.07779 -1.46782 -3.24729 -0.233 -0.086 -0.152
H -1.35257 -1.48026 -1.64906 -0.251 -0.337 0.365
C -5.60743 -0.08680 2.97801 0.587 -0.976 -1.661
S -5.75923 -1.77904 2.19434 -2.500 0.758 -1.881
O -7.12602 -1.75592 1.49773 1.067 -0.229 1.168
C -4.61365 -1.62733 0.76738 0.887 -0.101 0.875
H -6.36627 0.10523 3.73655 0.376 -0.549 0.157
H -5.78300 0.59686 2.14742 0.106 0.106 0.049
H -4.55337 -0.09454 3.25548 -0.139 0.578 0.592
H -4.47895 -0.62086 0.37118 -0.031 0.124 0.440
H -4.81419 -2.26337 -0.09478 -0.988 -0.247 0.508
H -3.70369 -2.07561 1.16626 0.474 0.484 -0.185
N 1.48800 -1.45140 6.05313 -2.544 -1.684 0.839
C 0.63033 -2.36446 6.73611 1.055 1.002 0.133
C -0.31107 -2.86026 5.86976 0.779 0.641 -0.058
C -0.05199 -2.24578 4.61400 0.409 0.927 0.255
C 1.00376 -1.34003 4.80265 -0.557 -1.125 -1.432
H 2.28126 -0.94646 6.42177 0.183 0.128 0.300
H 0.66922 -2.46702 7.81053 0.337 -0.116 -0.130
H -1.10738 -3.54303 6.12691 0.093 0.010 -0.026
H -0.62510 -2.39554 3.71094 0.152 0.127 -0.049
H 1.48120 -0.71284 4.06434 -0.018 -0.035 0.076
N 0.79339 0.19986 1.03451 -0.774 0.577 -1.867
C -0.33089 -0.61794 1.03443 1.961 -0.676 1.165
C -1.41753 0.15487 0.86889 -1.068 -1.019 -0.913
C -0.96973 1.39395 0.41207 -0.351 1.905 0.038
C 0.38445 1.43603 0.53741 0.421 -0.778 0.703
H 1.78994 0.03736 1.05862 -0.219 -0.832 0.544
H -0.29733 -1.69702 1.06384 0.265 0.076 0.622
H -2.39827 -0.29123 0.94335 -0.043 0.500 -0.317
H -1.56646 2.21697 0.04744 -0.091 -0.117 0.255
H 1.11240 2.21571 0.36831 -0.162 -0.048 0.073
N 1.62505 -6.97471 -0.70515 0.512 0.810 0.632
C 0.66409 -6.30493 0.01370 0.094 0.906 -1.322
C 0.71729 -4.99692 -0.42693 -1.190 0.592 1.988
C 1.76616 -4.76713 -1.35000 0.634 -2.113 1.614
C 2.36948 -6.01684 -1.38198 0.176 -0.556 -1.525
H 1.86215 -7.92823 -0.47130 0.382 0.318 -0.461
H 0.03317 -6.76966 0.75691 0.059 0.013 -0.212
H 0.15039 -4.27467 0.14173 -0.264 0.340 -0.585
H 2.25543 -3.84582 -1.62964 -0.371 -0.011 -0.283
H 3.23701 -6.29036 -1.96420 -0.016 -0.245 0.093
N 4.31721 5.29839 -1.06019 0.691 -0.487 -0.718
C 3.26387 4.74828 -1.73386 -1.166 0.995 0.342
C 2.41323 4.21273 -0.77417 -0.598 -0.096 -2.346
C 3.05950 4.30640 0.41584 1.395 -0.298 3.093
C 4.27943 4.92877 0.25992 -0.492 0.523 -0.434
H 4.94776 5.94077 -1.51830 0.204 -0.426 0.340
H 3.08341 4.98382 -2.77230 0.085 -0.123 0.053
H 1.40825 3.84312 -0.91490 0.301 -0.125 -0.252
H 2.74190 3.90327 1.36610 -0.033 0.067 -0.076
H 5.09682 5.11735 0.94015 -0.231 0.089 -0.046
N 2.35784 0.15473 -1.81189 -0.188 0.289 1.103
C 2.00574 -0.79421 -2.68491 -4.227 -0.315 1.217
C 2.98732 -1.15338 -3.48425 1.961 -0.482 -0.812
C 4.07508 -0.35384 -3.03384 1.766 -0.033 -0.001
C 3.67390 0.39850 -1.96165 0.422 0.567 -0.520
H 1.77006 0.44930 -1.04517 0.001 0.167 -0.255
H 0.98823 -1.14359 -2.58991 -0.031 -0.261 -0.306
H 2.93697 -1.99183 -4.16312 0.252 0.325 -0.214
H 5.10523 -0.35286 -3.35818 -0.089 -0.134 -0.267
H 4.17551 1.14120 -1.35900 0.094 -0.131 -0.116
N -0.25696 2.29460 -4.81651 0.501 0.867 1.081
C 0.15036 3.62093 -4.65345 -0.779 -0.365 -2.240
C 0.10281 3.97288 -3.35620 0.391 -0.316 1.059
C -0.24376 2.79385 -2.67133 -0.421 -1.127 1.487
C -0.45632 1.76956 -3.53547 -0.187 0.365 -1.648
H -0.40160 1.85373 -5.71363 0.162 -0.005 0.410
H 0.31718 4.21808 -5.53774 0.158 -0.009 0.067
H 0.39438 4.87052 -2.83119 -0.033 0.186 -0.500
H -0.37024 2.62357 -1.61237 0.144 0.347 -0.120
H -0.79499 0.75223 -3.40605 0.123 0.157 0.145
N 3.57749 0.77469 4.48631 0.008 -0.283 -1.090
C 2.52824 1.61215 4.38046 -0.255 0.561 -1.142
C 2.36934 1.94031 3.02118 0.067 -0.019 1.962
C 3.38154 1.24347 2.35029 0.389 -0.136 -0.557
C 4.10530 0.48702 3.25135 -0.191 0.830 0.344
H 3.94716 0.51624 5.39000 0.378 -0.524 0.603
H 1.97830 1.82933 5.28422 -0.094 0.327 -0.163
H 1.67704 2.63285 2.56565 -0.152 -0.202 0.357
H 3.58312 1.41906 1.30391 0.267 -0.399 -0.185
H 4.97588 -0.13389 3.09982 -0.141 0.071 0.138
N -3.26256 3.74151 -1.66709 1.012 -0.206 -0.832
C -3.67130 3.27403 -0.45272 -2.566 -0.761 -1.134
C -4.53869 2.13378 -0.77803 2.731 2.134 2.496
C -4.29995 1.84502 -2.10274 -0.828 0.620 -1.614
C -3.54528 2.87915 -2.66590 -1.004 -1.139 0.124
H -2.75384 4.57504 -1.92503 0.191 -0.087 0.813
H -3.47396 3.92089 0.38932 -0.332 -0.448 0.274
H -5.10955 1.55683 -0.06554 0.082 0.081 -0.049
H -4.91496 1.13017 -2.62919 0.472 -0.242 -0.287
H -3.22418 3.03145 -3.68575 -0.003 0.113 0.187
```
Forces are in eV/Å.


# 5
Below is a cluster of 10 separate species, H20O10 in total, with properties calculated with the ωB97M-V functional and the def2-TZVPD basis.

The SMILES is O.O.O.O.O.O.O.O.O.O. For the LUMO energy, the calculation gives -0.66 eV. As for the highest occupied orbital energy: -10.283 eV. Its orbital gap is 0.3537 hartree. As for the strongest force on any atom: 2.040 eV Å⁻¹.

Structure (XYZ):
```
30
Properties=species:S:1:pos:R:3:forces:R:3
O 4.42199 -1.18130 -1.70025 1.572 -0.114 0.024
H 3.47941 -1.12803 -1.57241 -0.764 -0.108 -0.643
H 4.63541 -1.59337 -2.55252 -0.649 0.237 0.513
O -2.18133 -0.80909 -1.09346 -0.613 0.300 -1.073
H -3.13076 -0.69532 -1.27165 0.488 -0.105 -0.003
H -2.12017 -0.96545 -0.16327 0.046 0.078 1.108
O 0.79495 2.57027 3.62583 -0.616 -0.418 -1.420
H 1.27519 3.10740 2.96237 -0.404 -0.478 0.582
H 0.13778 2.04328 3.07548 1.181 0.954 0.864
O -2.47480 -1.03628 1.89118 0.278 0.248 -0.144
H -3.19684 -0.72650 2.43281 -0.464 0.030 0.312
H -2.73440 -1.90521 1.60613 -0.111 -0.752 -0.063
O -0.47562 -3.20164 -1.41265 -0.116 0.145 0.295
H -0.91281 -2.38260 -1.14995 -0.105 0.229 -0.517
H -0.40186 -3.64060 -0.56370 0.321 -0.409 0.084
O 1.92242 1.64919 -0.77601 -0.677 -0.573 1.031
H 0.94819 1.76859 -0.73707 0.049 0.133 0.143
H 2.15624 2.11759 -1.55235 0.767 0.876 -1.108
O -1.40432 1.46821 2.24850 0.009 -0.460 -0.738
H -1.98792 1.59175 2.97832 -0.439 0.806 1.234
H -1.79700 0.65658 1.90379 0.454 -0.102 -0.519
O 1.67909 -0.75444 -2.19202 1.354 -0.291 -1.498
H 1.06220 -1.21343 -1.66868 -1.425 -1.045 0.873
H 1.58398 0.16705 -1.99453 -0.015 0.816 0.452
O 0.29069 -0.47264 0.27963 0.000 -0.583 -0.375
H -0.03004 -0.05333 1.07287 0.317 0.324 0.563
H 1.20611 -0.18839 0.12593 -0.220 0.144 0.322
O -0.78116 1.84453 -1.00660 -0.121 -0.403 0.987
H -0.87983 2.04260 -1.92666 -0.295 0.016 -0.847
H -1.08477 0.92061 -0.86906 0.199 0.504 -0.437
```
Forces are in eV/Å.


Record-wise energy relative to the best compared isomer or geometry (same formula, charge and spin) values, in kcal/mol: 9.2, 10.3, 67.4, 30.3, 63.7